# 1
Here is C24H23CaOTe as an isolated structure at a distorted geometry from the OMol25 dataset. Energies are from wB97M-V/def2-TZVPD.

Last column: Mulliken charge in e.
CARTESIAN COORDINATES (ANGSTROEM)
C1 -2.13136 2.42222 0.61274  -0.624
C2 -0.74251 2.49242 0.91331  -0.925
C3 -0.00658 2.16966 -0.26438  -0.190
H1 -0.32913 2.84335 1.86585  0.346
C4 -0.93999 1.85305 -1.28172  0.030
C5 -2.25238 1.95599 -0.73434  -0.969
H2 -3.17605 1.86288 -1.29500  0.386
H3 -2.95487 2.66121 1.29993  0.471
H4 1.06541 2.31216 -0.38233  0.293
H5 -0.68835 1.66715 -2.32699  0.359
C6 1.00902 -1.30834 1.69394  -0.520
C7 0.20561 -0.80641 2.74939  -0.468
C8 -0.96121 -1.62076 2.85161  -0.587
H6 0.46142 0.01323 3.44027  0.331
C9 -0.91410 -2.55440 1.78201  -0.793
C10 0.32646 -2.39841 1.11027  -0.303
H7 0.72868 -3.08672 0.35741  0.415
H8 2.04477 -1.00918 1.48111  0.364
H9 -1.71562 -1.53244 3.63794  0.481
H10 -1.63750 -3.37092 1.63790  0.346
Ca1 -1.60188 0.08427 1.15185  1.315
O1 1.70063 0.02629 -2.60709  -0.273
C11 3.02394 0.63199 -2.70521  -0.364
C12 2.17261 0.24086 -3.90576  -0.120
H11 3.05156 1.67286 -2.41136  0.255
H12 3.90201 -0.01249 -2.51766  0.164
H13 1.69822 1.06776 -4.45538  0.302
H14 1.53650 -0.30713 -6.51773  0.322
C13 2.13920 -1.10174 -6.06446  -0.505
C14 2.53448 -0.96075 -4.70737  0.792
C15 3.24460 -2.04612 -4.12241  -0.461
H15 3.56544 -1.99731 -3.07414  0.224
C16 3.53319 -3.20260 -4.87955  -0.491
H16 4.07174 -4.03422 -4.39682  0.318
C17 3.15711 -3.31066 -6.21015  -0.464
H17 3.39981 -4.19996 -6.79166  0.352
C18 2.49744 -2.24123 -6.80485  -0.383
H18 2.22123 -2.28150 -7.86734  0.324
Te1 -1.85414 1.88003 4.16497  -0.277
C19 -2.57594 0.39297 5.41788  -0.157
C20 -1.81226 -0.10928 6.50456  -0.299
C21 -2.37567 -1.09248 7.32221  -0.381
C22 -3.67981 -1.54831 7.08528  -0.415
C23 -4.42053 -1.06430 5.99538  -0.394
C24 -3.88751 -0.07963 5.16122  -0.472
H19 -0.81135 0.29888 6.65741  0.345
H20 -1.79310 -1.49733 8.15403  0.322
H21 -4.12282 -2.28888 7.74566  0.337
H22 -5.42387 -1.44476 5.79328  0.322
H23 -4.43058 0.35512 4.31777  0.320

Atomic forces in eV per Å
-0.07 0.29 -0.50
-0.04 0.81 -0.23
-0.79 0.21 0.29
-0.11 -0.25 -0.52
-0.01 -0.17 0.33
0.36 0.50 0.25
0.07 -0.05 0.07
0.51 -0.16 -0.37
-0.23 -0.38 0.05
-0.12 -0.21 0.39
-0.04 -0.08 0.22
0.37 -0.27 0.75
0.41 0.11 0.07
-0.17 -0.57 -0.52
-0.25 -0.48 0.40
-0.15 0.02 -0.29
-0.29 0.50 0.16
-0.70 0.04 -0.08
0.18 -0.03 -0.36
0.42 0.44 -0.03
1.04 -0.06 -0.12
0.93 0.05 0.55
-1.22 -0.94 -1.40
1.04 0.88 0.27
0.09 -0.04 0.08
-0.72 0.45 0.25
0.02 -0.42 0.17
0.33 -0.28 0.06
0.44 -0.04 0.78
0.17 -1.45 -0.67
-0.24 0.04 -0.72
-0.25 -0.06 -0.50
0.15 0.27 0.98
-0.32 0.50 -0.24
0.08 0.37 -0.14
-0.06 0.22 0.18
-0.53 0.51 -0.18
0.06 -0.06 0.52
0.10 0.36 -0.45
-0.29 -0.17 0.44
-1.03 -0.08 -0.69
-0.06 0.21 -0.10
0.09 0.06 -0.25
0.14 0.20 0.00
0.85 -0.38 0.80
-0.29 -0.27 0.06
-0.24 0.09 -0.18
0.09 0.03 -0.10
0.21 0.04 0.18
0.06 -0.28 0.35

Results
Frontier orbital gap ... 5.7 eV
LUMO level ... 2.4 eV
2S+1 ... 1
Total charge ... -1
Highest occupied orbital energy ... -0.1202 hartree

***

# 2
Here is C68H57N2OP4S2SiTi as an isolated structure at a distorted geometry from the OMol25 dataset. Energies are from wB97M-V/def2-TZVPD.

Last column: Mulliken charge in e.
CARTESIAN COORDINATES (ANGSTROEM)
Ti1 0.54055 -0.14537 -0.31036  -3.769
S1 1.79350 -3.20890 1.87086  -0.622
P1 -0.12594 -2.79885 1.70491  2.056
C1 -0.73454 -1.64599 0.52124  1.289
P2 -1.12816 -2.32876 -1.02362  2.183
S2 -0.76215 -0.90884 -2.38606  -0.502
C2 -0.34159 -3.91098 -1.47846  0.209
C3 0.98685 -3.87570 -1.89417  -0.108
C4 1.66622 -5.05564 -2.14640  -0.823
C5 1.01656 -6.27350 -1.99900  -0.695
C6 -0.31442 -6.31232 -1.60744  -0.865
C7 -0.98980 -5.13454 -1.33020  -0.166
C8 -2.89510 -2.64638 -1.44531  -0.110
C9 -3.89248 -1.93629 -0.79303  0.349
C10 -5.17124 -1.85743 -1.32446  -0.793
C11 -5.46338 -2.49630 -2.51948  -0.703
C12 -4.47835 -3.23211 -3.16709  -0.836
C13 -3.19942 -3.30016 -2.64022  -0.538
C14 -0.65769 -2.14393 3.33951  0.474
C15 -0.94256 -0.79613 3.50504  1.428
C16 -1.24577 -0.27604 4.75489  -0.854
C17 -1.24306 -1.10731 5.86292  -0.953
C18 -0.93315 -2.45477 5.71360  -0.788
C19 -0.64530 -2.97138 4.46126  -0.863
C20 -1.05700 -4.38404 1.76545  0.320
C21 -2.44326 -4.36169 1.89648  -0.031
C22 -3.14308 -5.53886 2.10626  -0.724
C23 -2.46294 -6.74717 2.18119  -0.679
C24 -1.08469 -6.77544 2.02227  -0.767
C25 -0.38276 -5.59686 1.81573  -0.593
H1 1.47661 -2.91828 -2.03052  -0.124
H2 2.70418 -5.02635 -2.45325  0.500
H3 1.55012 -7.19730 -2.18800  0.382
H4 -0.82639 -7.26067 -1.50113  0.409
H5 -2.02181 -5.16464 -1.00358  0.447
H6 -3.65485 -1.42634 0.12643  0.091
H7 -5.93295 -1.28229 -0.81124  0.475
H8 -6.45289 -2.41903 -2.95345  0.395
H9 -4.70495 -3.74295 -4.09505  0.420
H10 -2.42637 -3.84295 -3.16946  0.436
H11 -0.89784 -0.14804 2.64325  -0.880
H12 -1.45830 0.78220 4.85774  0.320
H13 -1.46806 -0.70625 6.84366  0.402
H14 -0.90439 -3.10075 6.58294  0.377
H15 -0.39333 -4.01907 4.34758  0.480
H16 -2.96605 -3.41251 1.83042  0.148
H17 -4.21958 -5.51505 2.22602  0.439
H18 -3.00831 -7.66400 2.37003  0.369
H19 -0.55227 -7.71784 2.06745  0.423
H20 0.69341 -5.60064 1.70036  0.426
C26 2.40624 -0.14675 3.36979  -1.586
Si1 1.68163 0.71822 1.82124  2.671
C27 3.20187 1.77076 1.31531  0.562
C28 4.48742 1.63546 1.83905  -0.714
C29 5.52916 2.42498 1.37914  -0.871
C30 5.30846 3.36035 0.37672  -0.944
C31 4.04724 3.48865 -0.18187  0.087
C32 3.00545 2.68451 0.27844  -0.688
P3 1.31552 2.72076 -0.43242  1.478
C33 1.49643 1.82075 -1.97866  0.103
C34 2.60048 0.80116 -1.99774  -1.157
C35 2.09751 -0.22744 -4.31135  -0.296
C36 0.93003 0.29368 -4.73244  -0.930
C37 0.33721 1.49129 -4.23157  -1.428
C38 0.59226 2.10154 -3.01789  -0.522
C39 1.34026 4.52632 -0.82978  0.605
C40 1.35457 5.12627 -2.07997  -0.277
C41 1.34625 6.51216 -2.19024  -0.707
C42 1.33326 7.31024 -1.05809  -0.756
C43 1.33691 6.71859 0.20088  -0.771
C44 1.33787 5.34042 0.31007  -0.423
C45 0.48615 2.06195 2.58196  0.105
C46 0.86968 2.75853 3.72726  -0.184
C47 0.03001 3.66639 4.35652  -1.137
C48 -1.24896 3.87486 3.86462  -1.034
C49 -1.66243 3.19474 2.72838  -0.604
C50 -0.79891 2.32068 2.06594  0.592
P4 -1.37433 1.52071 0.49779  1.835
C51 -3.11160 1.07989 1.02257  1.743
C52 -4.22835 1.86110 0.71465  -0.873
C53 -5.48840 1.53151 1.19397  -0.915
C54 -5.66508 0.42401 2.00879  -1.036
C55 -4.56891 -0.36510 2.31843  -0.150
C56 -3.31522 -0.04843 1.81771  -0.745
C57 -1.88964 2.89426 -0.60573  0.901
C58 -1.87914 4.24530 -0.28414  -0.145
C59 -2.38475 5.18201 -1.17376  -0.764
C60 -2.91841 4.77673 -2.38734  -0.939
C61 -2.94775 3.42647 -2.71104  -0.623
C62 -2.43377 2.49124 -1.82894  -0.182
H21 2.90322 0.56185 4.03786  0.589
H22 3.13828 -0.89127 3.05405  0.363
H23 1.64345 -0.67114 3.94059  0.270
H24 4.67576 0.89852 2.61052  0.395
H25 6.52266 2.30967 1.79636  0.405
H26 6.12271 3.98163 0.02330  0.403
H27 3.88005 4.19637 -0.98448  0.519
H28 3.48171 1.24404 -1.50968  0.644
H29 2.40959 -1.20856 -4.65509  0.344
H30 0.35802 -0.25246 -5.47800  0.238
H31 -0.49854 1.89741 -4.79430  0.185
H32 -0.06101 2.94034 -2.81341  0.502
H33 1.38638 4.51894 -2.97515  0.337
H34 1.35374 6.97099 -3.17182  0.424
H35 1.32621 8.38961 -1.15095  0.346
H36 1.34196 7.33349 1.09304  0.445
H37 1.33662 4.86645 1.28850  0.268
H38 1.86025 2.58662 4.13553  0.242
H39 0.36505 4.20036 5.23832  0.401
H40 -1.92249 4.56548 4.35781  0.373
H41 -2.66539 3.35237 2.35250  0.450
H42 -4.13269 2.74262 0.09838  0.487
H43 -6.33533 2.15452 0.93286  0.424
H44 -6.64682 0.17860 2.39473  0.374
H45 -4.68580 -1.23969 2.94741  0.472
H46 -2.48570 -0.70612 2.02894  -0.342
H47 -1.48720 4.57258 0.66572  0.318
H48 -2.35234 6.23346 -0.91584  0.398
H49 -3.31051 5.51227 -3.07903  0.339
H50 -3.36074 3.10168 -3.65812  0.464
H51 -2.43728 1.43622 -2.08530  0.167
N1 6.35900 -2.02435 -4.34545  -0.349
C63 6.31456 -1.50217 -3.08214  -0.555
O1 7.28277 -1.53829 -2.34497  -0.674
C64 4.96766 -0.93306 -2.71950  1.245
C65 4.42813 -0.04253 -3.56712  -1.274
C66 3.06147 0.55253 -3.46918  0.850
N2 2.22626 -0.34744 -1.21117  1.536
C67 3.17076 -1.28425 -0.95300  -0.445
C68 4.37805 -1.51101 -1.53295  -1.156
H52 7.20339 -2.46364 -4.66660  0.238
H53 5.53304 -2.05278 -4.91314  0.214
H54 5.01827 0.28672 -4.41726  0.545
H55 3.10829 1.56419 -3.89490  0.634
H56 2.90022 -1.95303 -0.14522  -0.236
H57 4.96626 -2.29203 -1.06534  0.440

Atomic forces in eV per Å
-0.89 0.13 -1.27
0.16 0.00 -0.32
-0.18 0.30 0.78
1.11 -1.13 -0.89
-1.06 -0.05 -0.03
0.29 0.46 0.22
0.16 0.16 0.24
-0.07 0.01 -0.04
0.05 -0.02 -0.02
0.00 -0.04 -0.02
0.01 -0.03 0.02
0.03 0.08 -0.09
0.07 0.03 0.12
0.05 -0.18 0.07
-0.10 -0.01 -0.02
-0.04 -0.02 -0.01
0.01 -0.02 0.00
-0.01 -0.05 0.06
0.13 0.10 -0.05
0.29 -0.20 0.15
0.03 0.10 0.07
-0.01 0.06 -0.03
0.00 -0.08 0.02
-0.03 0.02 0.02
-0.08 0.14 -0.19
0.09 0.05 -0.13
-0.14 0.04 0.00
0.03 -0.03 -0.01
-0.05 -0.05 0.01
-0.04 0.04 0.02
0.04 -0.02 0.00
0.00 0.03 0.01
-0.01 0.01 -0.03
0.02 -0.01 0.03
0.01 -0.03 0.04
-0.01 -0.01 -0.06
0.02 0.00 0.02
-0.01 -0.02 0.03
0.01 0.02 -0.01
-0.01 0.03 -0.05
0.15 -0.01 0.18
0.00 0.01 -0.02
0.00 -0.01 0.00
-0.03 -0.02 -0.02
0.02 -0.01 0.03
-0.05 -0.02 0.06
0.00 0.01 -0.03
0.00 0.00 -0.03
0.00 0.00 0.00
0.03 0.02 0.01
-0.25 -0.14 -0.27
0.27 0.70 1.32
-0.25 -0.16 -0.33
-0.02 -0.07 0.08
0.07 0.00 0.03
0.00 0.04 -0.05
0.01 -0.09 0.06
0.01 0.06 0.14
1.00 0.62 -0.84
-0.73 -0.68 0.84
0.63 0.69 -0.62
-0.11 -0.01 -0.29
0.37 -0.24 0.00
-0.23 0.46 0.26
-0.06 -0.24 -0.53
-0.42 0.07 0.52
0.03 -0.17 -0.08
0.03 0.12 0.00
-0.01 0.05 -0.01
0.02 -0.01 0.03
-0.17 -0.01 -0.10
-0.08 -0.24 -0.17
0.10 -0.04 0.00
-0.04 0.05 0.03
-0.02 0.04 0.03
0.10 -0.08 -0.02
-0.07 0.13 0.14
-0.37 0.58 0.41
0.04 -0.32 0.05
0.06 0.00 0.02
-0.06 0.00 0.04
-0.01 0.03 0.00
0.00 0.00 0.06
-0.08 0.08 0.06
0.16 -0.13 -0.24
0.05 -0.10 0.02
0.01 0.09 -0.04
-0.01 0.02 0.01
0.00 -0.02 -0.06
0.14 -0.03 0.06
-0.05 0.12 -0.10
0.00 -0.01 0.01
-0.02 -0.08 0.03
0.04 0.04 0.01
-0.01 -0.01 0.01
0.01 -0.02 -0.02
-0.01 0.03 0.00
-0.01 -0.13 0.03
-0.02 0.01 0.00
-0.02 -0.08 0.07
0.04 0.02 0.01
-0.14 0.09 0.00
-0.02 -0.03 0.01
0.01 -0.02 0.00
0.00 -0.01 -0.01
0.00 -0.01 0.00
-0.02 0.06 0.02
-0.02 0.00 0.02
0.02 -0.01 0.00
-0.01 -0.02 0.00
-0.04 0.00 0.00
0.00 0.01 -0.01
0.01 0.01 -0.01
0.00 -0.01 -0.01
0.02 -0.02 0.00
-0.37 0.06 -0.20
0.13 0.05 0.04
0.01 0.00 0.00
0.00 -0.01 -0.01
0.01 -0.01 0.01
-0.01 0.01 -0.05
0.01 0.05 -0.04
0.12 -0.03 -0.10
-0.16 -0.02 0.06
0.08 0.19 -0.47
0.04 -0.03 0.13
-0.09 -0.17 0.33
0.03 0.00 0.09
0.70 -0.64 0.13
-0.39 -0.06 0.40
0.04 0.03 0.06
-0.02 0.00 0.01
0.04 -0.07 -0.01
-0.01 0.00 0.04
0.02 -0.13 0.14
-0.02 0.01 0.01

Results
Frontier orbital gap (alpha / beta) ... 5.6 / 5.6 eV
LUMO level (alpha / beta) ... 2.1 / 2.1 eV
2S+1 ... 1
Total charge ... -1
Highest occupied orbital energy (alpha / beta) ... -0.1286 / -0.1286 hartree

***

# 3
Here is a 2-piece molecular cluster, C12H10BrClN3O2 overall at a distorted geometry from the OMol25 dataset. Energies are from wB97M-V/def2-TZVPD.

Last column: Mulliken charge in e.
CARTESIAN COORDINATES (ANGSTROEM)
C1 2.29744 -3.08721 -0.82727  -0.375
C2 1.40880 -3.27460 -1.96783  -0.749
C3 -0.11990 -3.03894 -1.69755  0.449
C4 -1.12344 -4.15427 -1.41191  0.243
Cl1 -0.68904 -5.88471 -1.34417  -0.074
C5 -2.50606 -3.58828 -1.20517  -0.051
N1 -2.76895 -2.23421 -1.23448  0.154
N2 -1.97823 -1.19828 -1.46742  -0.525
C6 -0.70307 -1.65730 -1.70736  0.357
Br1 0.58358 -0.19675 -2.14395  -0.007
H1 2.88843 -2.13466 -0.65470  0.281
H2 2.30940 -3.96202 -0.08852  0.261
H3 1.79907 -3.57954 -2.98733  0.326
H4 -3.35901 -4.31366 -1.01640  0.394
H5 -3.75168 -1.96019 -1.04532  0.299
C7 -0.17158 1.43643 0.94462  -0.094
C8 -0.33438 2.52156 0.08933  -0.314
C9 0.08366 3.78712 0.48368  -0.404
C10 0.66789 3.95282 1.73613  -0.049
C11 0.82707 2.87360 2.59992  -0.299
C12 0.40364 1.61158 2.19899  -0.610
N3 1.13272 5.28014 2.14557  0.992
O1 0.95982 6.20500 1.37088  -0.585
O2 1.66870 5.38187 3.23491  -0.585
H6 -0.49412 0.44834 0.63176  0.255
H7 -0.78492 2.38013 -0.88696  0.441
H8 -0.04809 4.62510 -0.19066  0.444
H9 1.27680 2.99782 3.57806  0.448
H10 0.52548 0.76309 2.86313  0.378

Atomic forces in eV per Å
-1.54 -0.84 -0.87
0.21 0.67 1.36
-1.99 -3.21 0.58
-0.12 4.07 -0.31
-0.84 2.67 -0.08
1.75 -1.09 -0.12
-1.02 -2.22 0.34
3.17 -2.96 -0.50
1.16 0.85 -0.31
-1.47 -1.59 0.38
0.79 -2.08 -1.11
-1.14 2.30 0.26
-0.69 2.18 0.67
0.99 1.39 -0.22
0.79 -0.22 -0.18
0.03 0.13 0.08
0.08 -0.04 0.23
-0.02 0.06 -0.09
-0.27 -0.82 -0.26
0.06 -0.01 0.10
-0.07 0.10 -0.21
0.23 0.70 0.21
-0.01 -0.40 0.16
-0.20 -0.17 -0.33
0.00 0.09 0.06
0.03 0.09 0.09
0.11 0.03 0.23
-0.02 0.19 -0.16
0.01 0.12 -0.01

Results
Frontier orbital gap ... 6.0 eV
LUMO level ... -5.9 eV
2S+1 ... 1
Total charge ... +1
Highest occupied orbital energy ... -0.4406 hartree